[1]
{"formula": "C10H23AgBFO2", "method": "the ωB97M-V functional and the def2-TZVPD basis", "species": ["C", "C", "C", "O", "B", "C", "C", "C", "C", "C", "F", "C", "O", "C", "H", "H", "H", "H", "H", "H", "H", "H", "H", "H", "H", "H", "H", "H", "H", "H", "H", "H", "H", "H", "H", "H", "H", "Ag"], "positions_angstrom": [[-0.3613, 2.3328, 2.6969], [0.4194, 2.9671, 1.5142], [0.4609, 2.1235, 0.1990], [-0.5869, 1.1962, 0.0777], [-0.2100, -0.1747, -0.2993], [0.5613, -0.2868, -1.7294], [0.9794, -1.7091, -2.1722], [2.4568, -1.9858, -1.8388], [0.5127, -0.8977, 0.9897], [0.4395, -2.3872, 1.1908], [0.9409, -2.6846, 2.4725], [-1.7602, -0.9656, -0.5894], [-2.4149, -0.3467, -1.5869], [-3.3608, 0.6570, -1.2181], [-1.3186, 1.9334, 2.3736], [0.2004, 1.4728, 3.1664], [-0.5385, 3.0776, 3.4677], [1.4655, 3.1105, 1.8255], [0.0494, 3.9681, 1.3080], [0.4012, 2.8310, -0.6334], [1.4494, 1.6510, 0.1021], [-0.0653, 0.1529, -2.5089], [1.4709, 0.3250, -1.6999], [0.8752, -1.7886, -3.2554], [0.3458, -2.4832, -1.7335], [2.7536, -3.0067, -2.0681], [2.6209, -1.8154, -0.7688], [3.0824, -1.2659, -2.3642], [1.5848, -0.5817, 0.9298], [0.0483, -0.4272, 1.8786], [1.0772, -2.9265, 0.4931], [-0.5831, -2.7603, 1.1759], [-1.5719, -2.0109, -0.8407], [-2.2646, -0.8508, 0.3782], [-4.0393, 0.7814, -2.0588], [-3.9340, 0.3652, -0.3406], [-2.8257, 1.5938, -1.0513], [1.6390, 0.8162, 2.5181]], "spin_multiplicity": 2, "lumo_energy_ev": [-4.86, -5.86], "s2": 0.75, "charge": 1}

[2]
{"formula": "C10H23Cl3N3O4Y", "method": "the ωB97M-V functional and the def2-TZVPD basis", "species": ["Y", "O", "H", "C", "O", "N", "C", "C", "H", "H", "H", "H", "H", "H", "H", "C", "O", "N", "C", "C", "H", "H", "H", "H", "H", "H", "H", "C", "O", "N", "C", "C", "H", "H", "H", "H", "H", "H", "H", "C", "Cl", "Cl", "Cl", "H"], "positions_angstrom": [[-6.9078, -16.9457, 14.2059], [-5.4917, -18.0172, 13.1112], [-5.0386, -18.3310, 12.3110], [-5.5203, -21.0532, 14.1720], [-6.5838, -20.9459, 14.7932], [-5.0904, -22.1685, 13.5771], [-3.7655, -22.3096, 13.0667], [-5.9260, -23.3530, 13.5747], [-4.7696, -20.2532, 14.0652], [-3.7954, -22.5316, 11.9983], [-3.2270, -23.0868, 13.6049], [-3.2260, -21.3651, 13.1706], [-5.6411, -24.0081, 12.7571], [-5.8212, -23.8995, 14.5179], [-6.9748, -23.0876, 13.4788], [-4.1593, -16.9556, 16.2341], [-5.1295, -16.4522, 15.5605], [-3.0280, -16.3758, 16.3765], [-1.9838, -16.9450, 17.2433], [-2.7554, -15.0462, 15.8617], [-4.2286, -17.9233, 16.7227], [-2.3637, -17.8070, 17.7856], [-1.6597, -16.1959, 17.9600], [-1.1390, -17.2521, 16.6282], [-3.4313, -14.7783, 15.0595], [-2.8702, -14.3276, 16.6737], [-1.7493, -15.0190, 15.4526], [-2.4486, -16.1485, 12.7395], [-2.4365, -14.9490, 12.5732], [-1.3845, -16.9165, 13.0672], [-0.0708, -16.3264, 13.2108], [-1.4734, -18.3538, 13.1217], [-3.3937, -16.7202, 12.6841], [0.2619, -16.4022, 14.2543], [-0.1045, -15.2804, 12.9341], [0.6526, -16.8693, 12.6041], [-1.0516, -18.8561, 12.2444], [-0.9591, -18.7476, 14.0066], [-2.5188, -18.6728, 13.2114], [-6.3108, -19.7679, 10.4850], [-6.8144, -21.4091, 10.3022], [-7.0472, -18.7303, 9.2534], [-4.5609, -19.5768, 10.4823], [-6.6444, -19.3888, 11.4343]], "lumo_energy_ev": -9.38, "charge": 2}

[3]
{"formula": "C10H23FO18PS5", "method": "the ωB97M-V functional and the def2-TZVPD basis", "species": ["F", "C", "C", "O", "P", "S", "O", "H", "H", "H", "H", "H", "H", "H", "C", "C", "O", "S", "O", "O", "O", "H", "H", "H", "H", "C", "C", "O", "S", "O", "O", "O", "H", "H", "H", "H", "C", "C", "O", "S", "O", "O", "O", "H", "H", "H", "H", "C", "C", "O", "S", "O", "O", "O", "H", "H", "H", "H"], "positions_angstrom": [[-1.6739, 5.4308, 0.7161], [-1.9928, 4.2163, 1.3620], [-1.7835, 2.9610, 0.4132], [-1.0283, 1.9782, 1.1085], [-1.5481, 2.2576, 2.7454], [0.3649, 1.7564, 3.7212], [-1.2236, 3.9780, 2.4988], [-3.0348, 4.3854, 1.6945], [-1.1819, 3.3753, -0.4305], [-2.6912, 2.5961, -0.0991], [-2.8952, 2.3135, 2.2002], [-1.8518, 0.8564, 2.9402], [-2.1028, 2.6636, 4.0172], [1.4109, 2.2436, 3.0132], [-1.7478, -0.2082, -3.4104], [-2.4685, -1.2704, -2.6135], [-3.4133, -0.5483, -1.8168], [-3.9081, 0.7484, -2.6195], [-5.1493, 0.4484, -3.2448], [-3.7271, 1.8793, -1.7885], [-2.7627, 0.7495, -3.7481], [-0.9896, 0.2949, -2.8066], [-1.2864, -0.6086, -4.3101], [-1.7951, -1.8455, -1.9843], [-3.0231, -1.9480, -3.2686], [2.9759, 4.4627, 7.1538], [4.4338, 4.0544, 7.0959], [4.4122, 2.6964, 6.6612], [3.1510, 2.4737, 5.6652], [3.6220, 2.5722, 4.3321], [2.4132, 1.3683, 6.1433], [2.3692, 3.8315, 6.0298], [2.4939, 4.0856, 8.0597], [2.8454, 5.5414, 7.0971], [4.9304, 4.1392, 8.0603], [4.9803, 4.6419, 6.3528], [-3.1107, -6.0160, -3.3764], [-2.5295, -5.7711, -1.9987], [-1.1196, -5.6612, -2.2148], [-0.8462, -5.0026, -3.6561], [-0.6090, -3.6171, -3.4788], [0.0447, -5.8413, -4.3695], [-2.3369, -5.1950, -4.2534], [-2.9840, -7.0578, -3.6814], [-4.1632, -5.7475, -3.4355], [-2.7474, -6.5787, -1.3044], [-2.8840, -4.8264, -1.5789], [3.3964, -0.4349, -3.0577], [4.3613, -1.5463, -2.6986], [3.5284, -2.6764, -2.4282], [2.2165, -2.6101, -3.3630], [2.4286, -3.4342, -4.4983], [1.0714, -2.7307, -2.5442], [2.3671, -1.0743, -3.8215], [2.9407, 0.0006, -2.1659], [3.8692, 0.3511, -3.6422], [4.9711, -1.3049, -1.8314], [5.0108, -1.7964, -3.5418]], "lumo_energy_ev": 1.83, "charge": -1}

Please write out number 2 again, unchanged.
{"formula": "C10H23Cl3N3O4Y", "method": "the ωB97M-V functional and the def2-TZVPD basis", "species": ["Y", "O", "H", "C", "O", "N", "C", "C", "H", "H", "H", "H", "H", "H", "H", "C", "O", "N", "C", "C", "H", "H", "H", "H", "H", "H", "H", "C", "O", "N", "C", "C", "H", "H", "H", "H", "H", "H", "H", "C", "Cl", "Cl", "Cl", "H"], "positions_angstrom": [[-6.9078, -16.9457, 14.2059], [-5.4917, -18.0172, 13.1112], [-5.0386, -18.3310, 12.3110], [-5.5203, -21.0532, 14.1720], [-6.5838, -20.9459, 14.7932], [-5.0904, -22.1685, 13.5771], [-3.7655, -22.3096, 13.0667], [-5.9260, -23.3530, 13.5747], [-4.7696, -20.2532, 14.0652], [-3.7954, -22.5316, 11.9983], [-3.2270, -23.0868, 13.6049], [-3.2260, -21.3651, 13.1706], [-5.6411, -24.0081, 12.7571], [-5.8212, -23.8995, 14.5179], [-6.9748, -23.0876, 13.4788], [-4.1593, -16.9556, 16.2341], [-5.1295, -16.4522, 15.5605], [-3.0280, -16.3758, 16.3765], [-1.9838, -16.9450, 17.2433], [-2.7554, -15.0462, 15.8617], [-4.2286, -17.9233, 16.7227], [-2.3637, -17.8070, 17.7856], [-1.6597, -16.1959, 17.9600], [-1.1390, -17.2521, 16.6282], [-3.4313, -14.7783, 15.0595], [-2.8702, -14.3276, 16.6737], [-1.7493, -15.0190, 15.4526], [-2.4486, -16.1485, 12.7395], [-2.4365, -14.9490, 12.5732], [-1.3845, -16.9165, 13.0672], [-0.0708, -16.3264, 13.2108], [-1.4734, -18.3538, 13.1217], [-3.3937, -16.7202, 12.6841], [0.2619, -16.4022, 14.2543], [-0.1045, -15.2804, 12.9341], [0.6526, -16.8693, 12.6041], [-1.0516, -18.8561, 12.2444], [-0.9591, -18.7476, 14.0066], [-2.5188, -18.6728, 13.2114], [-6.3108, -19.7679, 10.4850], [-6.8144, -21.4091, 10.3022], [-7.0472, -18.7303, 9.2534], [-4.5609, -19.5768, 10.4823], [-6.6444, -19.3888, 11.4343]], "lumo_energy_ev": -9.38, "charge": 2}